Arrangement w

Density functional theory data (ωB97M-V/def2-TZVPD) for the molecule C21H23N3O3S.

Lowest unoccupied orbital energy ... 0.607 eV
Spin multiplicity ... 1
E_HOMO ... -8.20 eV
Charge ... 0
Kohn-Sham gap ... 8.8087 eV

Last column: Löwdin charge in e.
CARTESIAN COORDINATES (ANGSTROEM)
S -8.278 -0.151 -0.634  0.998
O 0.704 -0.027 1.394  0.072
O 3.795 -1.139 0.031  0.070
O 1.456 -2.900 1.122  -0.059
N -6.027 1.039 -0.409  0.029
N -1.166 0.961 0.559  0.142
N 3.369 1.816 -0.436  -0.140
C 2.092 2.475 1.573  -0.122
C 2.132 1.641 -1.178  -0.181
C 1.066 2.607 -0.674  -0.128
C -7.259 1.256 -0.664  -0.457
C 4.068 -0.455 -1.101  -0.268
C -2.772 -2.375 0.672  -0.059
C -1.777 -1.415 0.742  0.003
C 3.271 -2.454 -1.680  -0.006
C 0.776 2.333 0.808  -0.233
C -3.415 0.265 0.217  0.031
C 4.442 0.992 -0.983  -0.113
C -5.773 -0.281 -0.163  -0.344
C 3.765 -1.227 -2.186  -0.020
C 3.183 1.582 0.991  -0.186
C -2.102 -0.081 0.516  -0.197
C 3.301 -2.348 -0.321  -0.244
C -6.887 -1.075 -0.243  -0.356
C -4.079 -2.036 0.381  -0.035
C -4.413 -0.702 0.149  -0.171
C 2.787 -3.217 0.780  -0.183
C 0.132 0.954 0.967  -0.408
H 1.741 0.612 -1.103  0.130
H -3.684 1.295 0.033  0.109
H 3.877 -0.955 -3.216  0.108
H 4.132 1.808 1.487  0.127
H 1.947 2.209 2.621  0.122
H 0.065 3.079 1.185  0.145
H 2.408 3.519 1.519  0.119
H 3.443 -3.114 1.657  0.127
H -6.975 -2.131 -0.096  0.063
H -7.666 2.222 -0.884  0.068
H -1.546 1.855 0.276  0.142
H 2.924 0.539 1.206  0.103
H 2.775 -4.261 0.459  0.127
H -2.511 -3.408 0.848  0.109
H 4.687 1.369 -1.980  0.128
H 5.315 1.113 -0.336  0.127
H 2.932 -3.296 -2.248  0.110
H -0.767 -1.706 0.968  0.085
H 2.345 1.842 -2.232  0.130
H -4.835 -2.803 0.333  0.102
H 1.434 3.630 -0.776  0.122
H 1.398 -1.953 1.332  0.049
H 0.165 2.499 -1.282  0.113



Arrangement x

Density functional theory data (ωB97M-V/def2-TZVPD) for a structure of composition C21H23N3O3S.

Lowest unoccupied orbital energy ... 0.186 eV
Spin multiplicity ... 1
E_HOMO ... -7.31 eV
Charge ... 0
Kohn-Sham gap ... 7.4914 eV

Last column: Löwdin charge in e.
CARTESIAN COORDINATES (ANGSTROEM)
S 1.633 3.050 -1.711  0.921
O -3.796 0.495 0.571  -0.084
O 1.182 -1.970 -1.916  0.026
O 2.236 2.618 2.170  0.114
N -0.887 -0.007 0.256  -0.002
N 3.319 1.230 -0.583  0.165
N 1.462 0.379 -1.721  0.095
C 2.965 -1.169 -0.749  -0.082
C -4.312 -1.383 -0.137  -0.244
C -2.042 -0.630 -0.314  -0.108
C 0.022 -2.111 1.227  0.004
C 4.486 -2.642 0.299  -0.080
C -3.164 -0.662 0.409  -0.479
C 0.734 1.495 0.925  -0.165
C 1.866 3.790 -0.025  -0.312
C -5.191 0.552 -0.027  -0.016
C 3.655 -0.212 -0.308  -0.222
C 3.382 -2.472 -0.107  -0.097
C -5.228 -0.822 -0.940  -0.120
C 1.669 2.666 1.147  -0.408
C 1.135 0.326 1.447  -0.014
C -0.444 1.214 0.029  -0.173
C 1.719 -0.899 -1.549  -0.386
C -1.443 2.517 -0.311  0.022
C 0.203 -0.645 0.978  -0.192
C 5.190 -1.329 0.978  -0.049
C 4.733 -0.328 0.575  -0.154
C 2.247 1.307 -1.498  -0.568
H -1.711 -1.472 -0.920  0.136
H 5.361 0.505 0.978  0.155
H 6.145 -1.730 1.594  0.165
H 1.046 4.425 0.179  0.052
H 2.878 3.976 0.177  0.053
H -1.008 3.585 -0.411  0.093
H 2.784 -3.481 -0.725  0.209
H -5.900 0.389 1.102  0.191
H -2.928 -0.924 1.332  0.137
H 4.666 -3.576 0.700  0.080
H -3.846 -2.252 -0.729  0.159
H -0.021 -2.542 0.230  0.077
H 0.711 0.467 -2.529  0.242
H -2.223 0.132 -1.471  0.247
H 0.790 -2.387 1.763  0.032
H -6.148 -0.949 -0.958  0.043
H -4.887 -0.283 -1.790  0.123
H 1.946 -0.140 2.139  0.177
H -0.959 -2.332 1.452  0.054
H -5.484 1.458 -0.299  0.045
H -1.338 2.413 -1.381  0.027
H -4.844 -2.031 0.551  0.148
H -2.364 2.393 -0.099  -0.037



arrangement w ends up most stable, edging out the next structure by 17.529 eV.